Entry 1:
This record from the OMol25 dataset describes a molecular structure, C11H18BeBrClCsF3NO7S at a distorted geometry. The level of theory is ωB97M-V/def2-TZVPD.

Calculated values
* Kohn-Sham gap: 1.87 eV
* HOMO level: -10.37 eV
* net charge: +1

Element x y z (Å)
C 5.08 0.13 1.69
C 4.85 1.63 1.08
Br 6.15 1.85 -0.40
C 3.31 1.88 0.61
N 2.79 3.04 1.41
C 1.42 3.37 1.12
O 1.21 4.25 0.36
O 0.34 2.75 1.72
C 0.09 1.41 1.23
C 0.09 1.46 -0.39
C -0.39 0.10 -1.06
O 1.08 0.62 -1.02
H 4.09 -0.38 1.89
H 5.66 0.18 2.68
H 5.68 -0.50 1.01
H 5.11 2.40 1.92
H 3.38 2.08 -0.48
H 2.73 0.96 0.77
H 3.32 3.85 1.07
H 0.85 0.66 1.51
H -0.95 1.13 1.45
H -0.22 2.42 -0.88
H -0.31 0.10 -2.19
H -0.29 -0.84 -0.50
Be 0.18 4.59 3.25
C -4.04 3.02 0.66
F -3.09 3.95 0.90
F -5.19 3.68 0.47
F -3.72 2.44 -0.51
S -4.17 1.79 2.04
O -4.50 2.57 3.21
O -2.84 1.18 2.10
O -5.21 0.88 1.63
Cl -1.66 -1.70 -2.57
C -2.80 -5.28 -4.07
C -2.60 -5.38 -2.58
O -2.70 -4.42 -1.86
C -2.26 -6.74 -2.02
H -3.04 -4.25 -4.33
H -1.89 -5.58 -4.59
H -3.64 -5.92 -4.37
H -1.33 -7.10 -2.45
H -3.07 -7.44 -2.23
H -2.14 -6.66 -0.94
Cs 4.65 1.83 3.70

These are the Löwdin partial charges, in e, on atoms 1 to 6:
1. C -0.32
2. C -0.88
3. Br 0.73
4. C -0.21
5. N 0.01
6. C -0.65

Entry 2:
This record from the OMol25 dataset describes 2 unconnected molecules or ions with the total composition C3H8N2O3S at a distorted geometry. The level of theory is ωB97M-V/def2-TZVPD.

Calculated values
* relative energy (zero: lowest compared OMol25 entry of this formula, charge and spin): 6.568 eV
* Kohn-Sham gap (alpha / beta): 7.17 / 8.87 eV
* HOMO level (alpha / beta): -10.21 / -10.66 eV

Element x y z (Å)
C 1.31 0.71 2.31
C -1.48 1.14 -1.35
C 1.09 -0.78 -0.86
N 0.24 0.20 1.91
N -1.40 0.21 -0.25
O 2.35 1.14 1.82
O -0.77 -2.07 0.54
O -1.19 -1.50 -1.86
S -0.65 -1.17 -0.57
H 1.40 0.86 3.46
H -0.45 1.33 -1.78
H -1.96 0.31 -2.01
H -2.10 1.93 -1.06
H 1.25 0.27 -1.00
H 1.72 -1.30 0.00
H 1.30 -1.28 -1.73
H -0.65 0.01 2.43

These are the Löwdin partial charges, in e, on atoms 1 to 6:
1. C -0.51
2. C -0.12
3. C -0.13
4. N 0.18
5. N -0.13
6. O 0.05

Entry 3:
This record from the OMol25 dataset describes C3H2N2O in the gas phase at a distorted geometry. The level of theory is ωB97M-V/def2-TZVPD.

Calculated values
* relative energy (zero: lowest compared OMol25 entry of this formula, charge and spin): 1.874 eV
* Kohn-Sham gap: 10.87 eV
* HOMO level: -10.75 eV

Element x y z (Å)
N -2.80 -1.24 0.00
C -2.02 -0.39 0.01
N -1.25 0.70 0.00
C 0.01 0.59 -0.15
C 1.41 -0.11 -0.01
O 1.07 1.33 0.04
H 1.66 -0.51 0.92
H 1.91 -0.37 -0.81

These are the Löwdin partial charges, in e, on atoms 1 to 6:
1. N 0.14
2. C -0.35
3. N 0.15
4. C -0.26
5. C 0.09
6. O 0.09

Entry 4:
This record from the OMol25 dataset describes a gas-phase ion, C4H6NOS2 (charge +1) at a distorted geometry. The level of theory is ωB97M-V/def2-TZVPD.

Calculated values
* relative energy (zero: lowest compared OMol25 entry of this formula, charge and spin): 0.000 eV
* Kohn-Sham gap: 9.02 eV
* HOMO level: -13.39 eV
* net charge: +1

Element x y z (Å)
S -2.04 -1.24 -2.23
S -0.44 -0.01 -2.18
C -0.38 1.09 -0.65
N 0.25 0.34 0.40
C 1.57 0.28 0.67
C 1.74 -0.60 1.74
O 0.52 -1.12 1.99
C -0.36 -0.51 1.22
H -3.11 -0.62 -2.86
H 0.28 1.80 -1.06
H -1.46 1.50 -0.38
H 2.19 0.74 -0.08
H 2.65 -0.93 2.12
H -1.42 -0.73 1.31

These are the Löwdin partial charges, in e, on atoms 1 to 6:
1. S 0.31
2. S 0.44
3. C -0.39
4. N -0.12
5. C 0.03
6. C 0.04